Record 1
Density functional theory data (ωB97M-V/def2-TZVPD) for C31H46BrCl2Cs2F2N3NaO6PS as an isolated structure at a distorted geometry.

molar mass: 1097.37 Da
energy: -175775.5874 eV
strongest force on any atom: 16.9 eV/A

The geometry in ORCA input format:
```
! RIJCOSX wB97M-V def2-TZVPD def2/J DEFGRID3
* xyz 0 1
H 9.79810 5.21977 2.64145
C -8.45462 1.02239 3.23201
N 1.93058 5.37064 0.33442
C 4.87017 -1.97320 0.27746
C 1.77686 1.84656 -2.06095
C 0.82004 -0.63232 -1.81101
C -9.52963 -1.57200 0.57098
O 5.56050 0.88973 -0.89769
H -11.16265 -0.77329 2.56030
C -0.18109 -3.12884 -1.46990
C 6.73927 -6.43676 -6.21988
H -10.27435 -1.57791 -0.22453
H -8.10001 2.92787 3.02263
C -10.96144 -0.00820 1.81021
H 3.77780 -0.41697 3.39196
H -4.20505 -1.29867 -2.24748
C 2.27020 -2.55260 -0.68248
H -4.43425 1.14753 1.56103
H 2.91997 -0.13838 1.82410
Cl 7.24101 -7.32200 -4.76957
H 1.05360 5.53191 0.83737
H 2.53209 -4.63282 -1.07092
H -2.01593 0.36473 2.21416
H 5.48675 -0.19406 1.48793
C 2.72095 -2.19655 2.66554
C 4.36289 1.10215 -0.82812
H 6.92291 7.67336 2.02739
F 8.21847 -7.40135 -7.65711
H 6.64656 6.44306 0.75705
H 1.16923 -3.94486 2.63241
C -8.52747 -0.24572 2.38488
C 1.96493 -3.15729 2.77485
C -2.23873 -1.47166 -0.93150
H 7.60612 -5.95706 -6.65995
C 0.99027 -2.08882 -1.32734
O -8.12357 2.15740 2.43656
H 7.11065 8.10225 0.30914
H -11.67197 -0.08409 0.98718
H 4.97113 -3.12666 0.40496
H 11.43121 4.18343 1.15139
H -2.26475 -3.36689 -2.14793
H -11.01729 0.98572 2.25160
C 3.56482 -0.88931 2.37369
C -3.68850 -0.94411 -1.26960
H -0.61727 -1.32847 0.67016
H 5.62319 -1.74206 2.42561
O 9.73971 8.00636 1.65690
S 8.98474 6.84652 1.09710
C -1.53336 -2.47287 -1.98615
H -7.56701 -0.42521 1.89506
O 10.92757 3.78233 1.85861
C 3.74444 2.56276 -0.64272
P 1.71011 4.61955 -1.04243
H -8.53037 -1.71263 0.15804
C -4.47567 -0.03659 -0.39357
Cl 5.52049 -5.18818 -5.81290
H -0.37465 -3.55981 -0.41692
Cs 4.85531 -2.69034 -1.79108
C 4.96030 -1.18588 1.68183
N -9.57575 -0.22806 1.26518
H 8.15779 4.82031 2.07184
C 3.28518 -0.03907 -0.96418
H -9.54662 1.81300 0.63090
O 1.12355 2.16065 -3.04403
H -9.86619 0.63966 -0.65168
H -2.32792 -3.99952 0.20788
C -9.26457 0.84042 0.23643
H 0.13709 -3.95677 -2.18258
H 2.11832 5.36578 -2.19960
H -9.75465 -2.34734 1.30360
C 2.53599 2.94363 -1.18560
H 6.30756 -7.13335 -6.92844
C -1.64087 -0.97950 0.34672
F -1.34021 -3.58636 -4.41610
Br 4.81664 3.81039 0.40292
C 8.80818 5.62813 2.40993
H -1.33628 -1.99453 -3.01239
O -1.83116 -4.80218 0.32855
H 8.38936 6.10209 3.30215
C 1.96449 0.35677 -1.60342
C -2.43017 -0.03659 1.23623
H 0.29254 4.36200 -1.15639
C -3.83653 0.45199 0.89673
H -5.51533 0.29148 -0.66671
H -9.39635 1.21118 3.75360
H -8.76687 -1.09870 3.02215
H -0.11377 -0.25701 -2.30968
H 5.75121 -1.56454 -0.39826
Cs -3.72775 -3.81456 -3.20450
H -7.67189 0.89502 3.98580
C 3.47644 -1.50571 -0.46951
H -8.20617 0.79338 -0.01161
N 2.33757 -3.99758 -0.26099
C 7.23960 7.31044 1.04801
Na -4.21159 2.75223 1.73144
H 3.04575 -4.11873 0.48135
*
```

***

Record 2
Density functional theory data (ωB97M-V/def2-TZVPD) for C31H46NO2Sn as an isolated structure at a distorted geometry.

molar mass: 583.43 Da
energy: -44297.3968 eV
strongest force on any atom: 2.7 eV/A

The geometry in ORCA input format:
```
! RIJCOSX wB97M-V def2-TZVPD def2/J DEFGRID3
* xyz 1 1
C -0.56056 0.25417 -6.22583
H 0.67205 1.78436 -2.47838
Sn 0.44454 0.39327 0.80556
H -1.97619 -1.63502 1.62710
C 0.69460 -1.44581 -5.27345
C -2.74404 -0.06456 0.21116
N 0.80455 -1.41034 2.07370
H 1.25631 -3.50800 3.75148
C 0.14400 1.76439 -3.46121
H -0.32639 3.29866 -4.88865
C -3.04967 2.25765 -4.11214
O -1.17808 1.11900 -3.37246
H -0.18932 1.93579 5.62652
H 0.41363 -2.39965 -4.82882
H 0.11417 0.65562 3.60375
H 0.89057 1.41050 6.93141
C 1.00757 -2.56655 4.25204
H -3.75936 1.67759 -3.50043
C -2.24766 -0.60056 1.43366
C -3.20984 1.25419 0.49449
H 2.49925 1.57958 2.90509
H 1.46168 -4.61133 5.87245
H 0.62688 3.51492 3.13585
H 2.01401 -1.22396 -6.93978
H 0.59271 -4.60209 0.81297
H -2.75265 -0.57882 -0.75316
H 3.05314 1.23936 0.27489
H 2.34108 -3.54044 6.99864
H -2.65307 2.64542 2.18995
C 1.00731 -2.51750 5.64991
C 1.37865 -3.70921 6.48991
H 1.50645 -3.07819 -0.83793
H -2.55292 2.42880 -1.23685
C 0.69278 -1.32027 6.30102
C 0.38315 -0.23596 4.17873
C 1.20550 -2.20216 -0.24692
C -2.70385 1.63715 1.76909
C -1.99434 3.03761 -1.94221
H 0.07448 4.44400 0.67323
C 1.21047 -2.57904 1.24022
C -1.78871 2.43362 -3.32162
H 1.54968 -1.09789 -4.69508
H -2.89842 1.59875 -4.97590
C 1.50415 2.88670 -0.04408
C 0.71712 3.58801 0.89513
C 0.00934 -0.50875 -7.42030
C 2.25620 1.86931 0.67243
H 2.95027 -3.82152 0.91611
H -1.05093 3.26686 -1.43963
H 0.70917 1.35750 -4.31891
H -3.49196 3.20714 -4.43189
H -0.08119 3.99756 -3.21705
C 1.94527 2.04672 2.08905
H 0.69857 -1.25412 7.39315
H -0.03243 1.20831 -6.07821
C 2.64074 -2.99771 1.57352
C 0.37125 -0.17206 5.56844
H 3.31694 -2.13698 1.46501
C 0.72986 -1.41411 3.46154
H 0.82919 -2.55276 -7.11173
C -2.25971 0.45465 2.40890
H 0.11461 -4.05058 2.41371
H 0.53885 0.18510 -8.07672
C 0.99889 3.09729 2.19410
C 0.98176 -1.52568 -6.76942
H -0.82147 0.95098 6.96196
H 1.67378 3.14734 -1.08787
H -0.77437 -1.03468 -7.97839
H 1.92634 -1.40793 -0.48241
H -2.07419 0.33351 3.47346
H -1.62282 0.54540 -6.31250
H 0.21717 -1.88392 -0.60663
H 0.61589 -3.86566 7.26663
C 0.22508 -3.73548 1.38007
H -2.49186 4.02144 -2.00265
H -0.77130 -3.43105 1.03268
C 0.04354 1.10093 6.30050
H 2.72636 -3.36805 2.59320
C -0.47706 3.13622 -3.80594
O -0.31666 -0.49965 -4.99039
H -3.92851 1.82264 -0.09686
*
```

***

Record 3
Density functional theory data (ωB97M-V/def2-TZVPD) for C31H47BN11S3Sr as an isolated structure at a distorted geometry.

molar mass: 768.43 Da
ΔE to the lowest compared entry with this formula, charge and spin: 4.5 kcal per mole
strongest force on any atom: 1.1 eV/A

The geometry in ORCA input format:
```
! RIJCOSX wB97M-V def2-TZVPD def2/J DEFGRID3
* xyz 1 1
H -3.52363 4.50508 0.32691
H -3.69215 0.42482 3.82593
C -1.62964 2.50924 0.47156
N -0.96544 -5.45874 2.32175
H 1.92397 0.74936 -4.71746
C -0.51456 -0.02544 -2.50257
H 3.72609 1.32799 -0.74536
H 1.75489 0.60163 4.83454
H -5.71163 -3.80920 -1.31374
C 3.74808 0.22660 -2.61785
C -0.81112 3.59789 -1.63380
C 4.33707 0.39199 -4.01791
H -3.40952 2.16451 4.07260
C -5.29888 -3.20692 -2.12229
C 1.44352 0.45790 -3.79413
H 3.76062 2.36517 -2.18087
H -2.92494 5.23731 -1.15674
H -3.41133 -2.96332 -2.89680
C 4.10872 1.35469 2.39819
N -3.41918 -5.56576 2.02083
N 1.70027 -0.07049 1.65466
H -5.67067 -3.61089 -3.06690
Sr -2.94455 -1.83739 0.04988
C -2.30675 1.31454 2.45753
H 5.38845 -1.00380 -1.94229
C -1.66463 0.13874 1.89756
C -2.11547 -5.49851 2.17647
N -3.82661 -3.28960 -2.02875
C -0.77506 0.68581 -4.91798
H 4.02267 -1.93579 -2.56745
C -2.27818 2.45932 1.74581
H 4.65149 2.09977 2.98154
H 0.20711 3.23973 -1.47323
C -1.54215 3.80986 -0.30912
H 4.03759 1.33407 -4.48113
C -5.78061 -1.77565 -1.97993
H 3.92031 -1.18319 -0.96961
H -2.74058 3.35385 2.14267
H 5.07425 -0.82551 3.77121
H -0.16724 1.00537 -5.76216
S -2.20907 -0.21835 -2.38166
H -2.20111 0.95517 4.55777
N -1.15626 0.26413 0.62408
H -1.35859 -0.18982 -5.20460
C -0.78414 4.83940 0.53911
H 3.42980 1.87267 1.72084
H -6.85266 -1.74615 -2.19096
H 4.05115 -0.42964 -4.67821
N -4.52915 -3.64017 0.97268
H -3.52302 3.57473 -1.18109
C 2.22586 0.15272 -2.65619
C 2.75638 -1.98917 2.59665
N 1.02637 -0.93706 0.93161
H -1.33425 2.87048 -2.25707
H -5.94140 -1.79828 0.06889
H 1.16349 -4.78755 2.21121
H 4.82353 0.51332 4.88304
N 1.65416 -0.18037 -1.53558
S -0.09361 -2.82232 -0.13022
H -5.84015 -0.29729 -0.56641
C 2.12411 -4.36100 1.90612
C 1.10970 -2.24918 0.99024
H -1.49286 1.46965 -4.67189
H 0.23396 4.50217 0.74301
S -1.60503 -1.31404 2.74006
H -0.76301 4.54658 -2.17038
H 5.22167 1.50670 -1.68032
C 2.57137 -0.58864 2.49717
H 2.90275 -4.67449 2.59883
H 3.48221 -2.37240 3.30017
H 3.80129 -0.91201 5.00645
B -0.12784 -0.68296 -0.05785
C 4.13507 1.43323 -1.75119
N 0.31739 -0.23692 -1.46441
C 2.02741 -2.87916 1.84287
H -0.72794 5.78649 0.00095
H 5.42506 0.39778 -3.95028
C 2.31409 1.24079 4.14794
N -5.47130 -1.23915 -0.63791
H -3.55911 -4.26361 -1.92772
H 2.83384 1.99889 4.73543
C -2.94448 1.21794 3.80408
H -1.27839 5.03188 1.49300
H 1.60701 1.74049 3.48558
H -5.28467 -1.14088 -2.71892
H 2.34662 -4.76561 0.91595
C 4.31051 -0.25234 4.30108
N -1.10947 1.45786 -0.05559
C -2.96726 4.30602 -0.59067
C -3.97389 -4.54840 1.47095
H 4.83418 0.79652 1.80190
C 4.29947 -1.05568 -1.98364
C 3.33377 0.42464 3.34143
C 0.08592 0.37740 -3.73792
*
```

***

Record 4
Density functional theory data (ωB97M-V/def2-TZVPD) for a 8-piece molecular cluster, C31H47Br16NO3 overall at a distorted geometry.

molar mass: 1760.18 Da
energy: -1161218.9225 eV
strongest force on any atom: 6.7 eV/A

The geometry in ORCA input format:
```
! RIJCOSX wB97M-V def2-TZVPD def2/J DEFGRID3
* xyz 0 1
H -0.33771 -1.92997 1.04934
H -0.09376 1.54447 -5.01411
C -2.33460 -2.07989 0.20509
H -5.58989 4.76196 -0.04384
Br 6.72094 -6.32175 -3.83845
H 0.62335 -5.89977 -0.54614
H -3.22392 -0.73672 -2.75065
N 5.18834 -0.78667 0.45911
C 3.87118 -0.72291 -0.07713
O 3.57044 1.56391 0.31890
H 0.10177 -7.29916 -1.50342
H 6.75375 -2.63083 -3.31084
Br -2.99762 6.45926 6.89098
C -6.33488 4.43051 -0.76132
C -0.40506 -0.96097 -0.87853
C -1.93053 6.98198 0.92724
H 1.23068 3.63800 -5.81209
H -1.03334 1.19481 3.35312
H -2.87056 7.44105 0.63786
H -2.69448 -2.60482 1.08349
H 4.76400 -2.85017 -1.94677
H -1.65629 -5.72936 -2.60165
C 7.92937 -0.82829 -3.03582
C 0.90540 1.83329 -4.70054
C -2.93026 -2.94920 4.90864
Br 6.37019 0.08686 -2.31564
H -4.97513 -2.79601 5.52475
H 1.06007 2.43550 0.38032
H 4.81885 -3.31983 -0.24038
C -3.11058 -1.69965 -0.88608
Br -4.56703 3.21806 7.62858
C 4.81769 -6.32254 -3.41589
H 3.53571 -6.72422 -1.75158
H -0.32194 1.43355 0.00321
H 1.63931 1.30013 -5.30165
C 1.53505 0.40163 -0.01811
Br -4.27125 5.00518 -2.65162
C 0.12271 -6.21127 -1.45905
H 5.25008 -6.59958 -1.30781
C -0.94114 -1.68334 0.18414
C -0.89726 1.55118 2.33194
Br -1.81385 -2.49402 3.37883
H 8.79161 -0.49012 -2.47070
H 8.49281 -2.82537 -3.59001
H 4.52272 -5.27485 -3.41883
C 2.00374 -1.68888 -1.27693
C -1.26431 -5.63965 -1.59088
H -2.39654 -2.62269 5.79505
Br 7.99626 -3.00093 -1.18273
H -1.71277 7.63038 2.96082
C 4.55360 -6.93669 -2.06921
H -5.00278 5.46736 5.81403
Br 1.13689 1.16733 -2.88442
Br -6.23732 2.48833 -0.81917
H -6.69859 4.51989 -2.90296
Br -0.36289 4.30764 -4.05031
C 3.39916 -1.77023 -0.75847
C -5.24534 5.01659 7.92204
H -1.10623 7.61645 0.60848
H 5.06998 -0.93132 1.45825
O 1.59183 -2.43695 -2.12436
Br -1.75308 5.35045 -0.11398
H -6.32682 4.91212 7.97756
C 0.62015 1.44328 0.55996
Br -4.30137 -0.44975 5.20490
C -2.55195 -0.97963 -1.93496
H -4.73210 -2.45396 3.80183
Br -3.49151 5.92844 3.07971
C 1.14222 3.31717 -4.77628
H 5.69355 0.07662 0.30370
H 3.46993 -3.84037 -1.30621
H 8.01485 -0.48270 -4.06382
H 4.31473 -6.84010 -4.22591
H -1.94305 -6.12974 -0.89473
C -6.14238 5.03557 -2.12703
C -4.30494 -2.34867 4.79393
C -1.84182 6.70496 2.40318
H -4.86663 5.34734 8.88341
H -2.98975 -4.03549 4.90282
C 4.15661 -3.03105 -1.05168
Br 4.67712 -8.87840 -2.12976
H -6.42229 6.08695 -2.12130
H -4.15547 -1.98590 -0.88551
Br 1.26108 -5.67209 -2.94489
H -1.04198 6.01744 2.65828
C 7.74194 -2.31974 -2.98682
H -0.85961 -0.02108 -2.83225
H -1.14022 2.62092 2.29372
C 3.02420 0.50884 0.10778
H 2.02075 3.63626 -4.22491
H -1.60820 1.02007 1.68671
H -5.42615 6.85638 6.83221
O 0.44063 1.28089 1.95355
C -1.22439 -0.59843 -1.97662
C 1.07842 -0.66034 -0.68337
C -4.86211 5.92710 6.78742
H -7.32923 4.65576 -0.38141
Br -1.35068 -3.69581 -1.08535
*
```

***

Record 5
Density functional theory data (ωB97M-V/def2-TZVPD) for C31H47BrCuN2P2 as an isolated structure at a distorted geometry.

<S²>: 0.805
molar mass: 653.13 Da
ΔE to the lowest compared entry with this formula, charge and spin: 90.9 kcal per mole
strongest force on any atom: 3.7 eV/A

The geometry in ORCA input format:
```
! RIJCOSX wB97M-V def2-TZVPD def2/J DEFGRID3
* xyz 2 2
H -1.80041 3.48615 -0.15055
H -4.37711 1.14663 -4.38630
C 0.59735 -2.65990 -0.72939
H 6.04330 1.21378 4.62046
Br -0.73624 1.43151 -3.65781
H -1.00091 0.47185 2.56218
C -4.86804 -0.52519 -0.70964
C -1.36298 1.41711 2.11644
H 1.65163 -4.49911 -0.39550
H 1.54526 2.85423 1.62005
H 0.94263 -2.60988 -1.76587
N 5.08768 -0.62277 5.00109
H 2.57448 1.02144 2.96813
C 1.87308 0.88528 -2.28007
H -4.74015 -0.85981 -4.37146
H 4.45719 2.61045 -1.20154
H -2.92977 2.14112 -2.50123
H -3.27935 0.39880 1.77646
H -4.44008 2.12432 -1.46421
C 4.92567 -1.00847 0.76398
P -3.36263 -0.00216 -1.63590
H -1.49944 -1.06167 1.19304
H -6.89227 -1.12883 -0.74237
C -3.68530 -1.15845 -4.40541
H 1.18687 4.25313 -0.00255
H -5.78963 1.64006 -3.33374
C 2.35304 -0.37327 -2.51099
H -3.26135 2.09061 1.21972
H 1.38009 -0.15013 2.36122
C 4.17113 0.42827 -1.13687
C 5.64872 0.14001 2.80351
C -2.88884 1.40366 1.98724
C 5.00386 -0.96644 2.20093
H -6.45494 -0.12236 -2.13481
C 0.47185 -3.85572 1.35926
H -3.32345 1.71668 2.94857
H -5.08435 0.34126 -0.05235
C -0.74337 -1.80306 0.91873
C 0.15255 4.45395 -0.32559
H -1.07345 2.22841 2.81486
H 2.34816 2.94167 -2.65284
C 3.57092 -0.63042 -1.86746
C -6.11202 -0.92904 -1.48296
P -0.34016 1.76176 0.58452
H 0.08826 4.32509 -1.41905
H -3.65690 -2.17272 -4.83066
H 3.91660 -2.82055 2.73687
H -1.95869 -1.18466 -3.14220
H 1.85692 -1.08804 -3.13991
H 5.22081 1.17038 0.51388
C -0.36220 -2.82122 1.80030
H -3.33885 -2.18617 -2.56870
C -0.84407 3.54765 0.39361
C 0.99422 -3.75567 0.05911
C 1.34440 1.80207 1.37391
C 0.70804 -5.03676 2.24370
H 3.99456 -1.63158 -1.89354
H -5.95647 -1.85475 -2.05126
H 4.15893 -2.43621 5.19668
H -0.07006 5.50700 -0.08078
C -3.90130 1.64427 -2.30680
H -3.10884 -0.52245 -5.09425
C -3.05442 -1.22938 -3.03787
H -1.05716 3.90900 1.41043
C 1.54657 0.91024 2.59982
C 4.45965 -1.94425 3.08857
N -0.21559 -1.68761 -0.31146
C 4.56551 -1.73831 4.46155
H -4.61221 2.83794 -3.93340
H 6.14472 0.90764 2.21803
H 1.72480 -5.42012 2.15144
C -4.72866 1.80119 -3.57147
H 2.04119 1.51242 0.57078
H -4.51739 -1.35128 -0.05937
H 0.52095 -4.72932 3.27991
Cu 0.18469 1.34909 -1.67799
C 3.82722 1.77252 -1.48676
H 0.88813 1.17578 3.43859
H 4.73427 -1.97034 0.27117
C 4.95336 0.18351 0.05250
C 5.63917 0.28753 4.19163
H 0.02463 -5.86707 2.01634
H -0.73613 -2.83482 2.82275
C 2.64212 2.00451 -2.20909
*
```